(1)
Computed, not measured: 4 unconnected molecules or ions with the total composition C42H92BBrN4O6 in a non-equilibrium geometry, with ωB97M-V/def2-TZVPD.

Geometry as XYZ:
```
146
Properties=species:S:1:pos:R:3:forces:R:3
C 0.7540 -1.5979 -3.9020 0.62 0.52 -0.12
C 1.2907 -0.2983 -3.2378 -0.75 -0.47 0.45
C 0.3593 0.1443 -2.0784 0.29 -0.30 -0.74
C 0.7225 -0.7095 -0.8629 -0.04 1.03 -0.16
N -0.0410 -0.2716 0.3093 -0.26 0.23 -0.57
N -0.3303 -1.3111 1.2521 0.33 -0.43 0.36
C 0.7432 -1.2197 2.3024 0.64 -0.60 0.23
C 0.7355 -2.4074 3.2777 -0.22 0.89 -0.74
C 1.3318 -3.5995 2.4965 1.13 -0.08 0.19
C 1.8666 -4.7834 3.3452 -0.76 -0.38 -0.60
C 3.3936 -4.8364 3.4056 -0.43 -0.26 0.02
C 4.0497 -5.1612 2.0645 0.71 -0.33 0.33
N 3.9135 -6.5814 1.6539 -0.33 0.78 -0.08
C 1.8574 -1.9900 4.3019 1.75 0.10 1.55
O 2.0779 -2.6767 5.3261 -0.80 0.01 -1.04
O 2.5649 -1.0070 3.9403 -0.74 -0.30 -0.29
C -0.7023 -2.5718 3.9012 0.13 0.00 -0.45
O -0.5736 -2.1994 5.2489 -0.33 -0.05 -0.18
C -1.2921 -2.7784 6.3005 0.36 -0.76 1.52
C -0.4369 -3.7993 7.1000 -0.85 -0.27 0.02
B -1.2553 -4.0504 3.5962 -0.28 -0.50 -0.28
O -1.3486 -5.0350 4.5661 0.18 0.33 0.11
O -1.5653 -4.4429 2.2913 0.36 0.09 0.62
C -2.0216 -5.7908 2.1877 -0.51 -0.55 -1.46
C -2.3932 -6.1114 0.7394 0.51 0.15 0.28
C -1.8194 -1.6016 3.3033 -0.55 -0.60 1.58
N -3.0684 -2.3943 3.5772 -0.19 0.01 -0.46
C -2.0759 -0.3074 4.1428 0.33 0.92 -1.06
C -1.1347 0.9010 4.0136 -0.23 0.15 0.80
C 0.0412 0.9643 5.0059 0.26 0.85 -0.32
O -0.2804 0.3854 6.2552 0.01 0.04 0.00
C -1.7131 -1.2559 1.7993 -1.19 0.95 0.25
C -2.7834 -1.8686 0.8662 0.13 0.22 -0.93
Br -4.3231 -0.6037 0.8496 0.12 -0.16 0.26
C -2.4161 -2.0383 -0.6187 -0.68 -0.90 -0.09
C -1.6629 -3.3459 -0.9599 0.58 0.78 -0.02
H 1.3392 -2.4543 -3.5678 -0.23 -0.16 0.01
H 0.8805 -1.5262 -4.9827 -0.06 -0.14 -0.01
H -0.3059 -1.7565 -3.7002 0.01 -0.05 0.02
H 1.3919 0.4841 -3.9861 0.10 0.10 0.11
H 2.2531 -0.5296 -2.7792 0.26 0.33 -0.38
H 0.4374 1.2127 -1.8692 0.16 -0.04 0.15
H -0.6562 -0.0522 -2.4376 -0.14 0.13 0.35
H 0.5641 -1.7532 -1.1502 0.10 -0.11 0.38
H 1.7723 -0.4882 -0.6664 0.11 -0.54 0.08
H -0.8792 0.2082 0.0052 -0.29 -0.35 0.31
H -0.1992 -2.2345 0.8212 -0.06 0.09 -0.15
H 1.6705 -1.2480 1.7382 -0.01 0.06 -0.06
H 0.7563 -0.2583 2.7943 -0.59 0.04 -0.15
H 0.7508 -3.9419 1.6319 -0.38 -0.05 0.30
H 2.2451 -3.2044 2.0350 -0.12 0.27 0.00
H 1.5069 -5.7056 2.8645 0.06 -0.08 0.16
H 1.4596 -4.7541 4.3562 0.09 0.14 0.02
H 3.7683 -3.9172 3.8583 0.03 0.04 -0.13
H 3.6563 -5.6561 4.0850 0.14 0.14 0.10
H 5.1211 -4.9700 2.1709 -0.04 0.16 -0.08
H 3.6942 -4.5274 1.2502 -0.02 0.03 0.02
H 3.7328 -7.1240 2.4910 -0.05 -0.20 -0.14
H 3.0950 -6.6357 1.0598 -0.04 -0.41 0.10
H -1.5285 -1.9870 7.0173 -0.03 0.37 -0.38
H -2.2467 -3.2688 6.0833 0.12 0.17 -0.69
H -1.0295 -4.7035 7.2700 0.05 -0.02 -0.08
H 0.4620 -4.0820 6.5596 0.16 0.31 0.10
H -0.2248 -3.4080 8.0940 0.45 0.07 -0.11
H -0.5767 -5.6104 4.5762 -0.05 -0.09 0.16
H -1.2490 -6.5147 2.4515 0.04 0.18 0.46
H -2.9269 -5.9667 2.7668 0.23 0.19 0.48
H -3.1062 -5.3819 0.3608 -0.13 -0.15 -0.08
H -1.4986 -6.1112 0.1137 -0.07 0.13 -0.11
H -2.8034 -7.1203 0.6960 -0.18 0.07 0.00
H -3.8721 -1.9080 3.1818 0.02 -0.11 -0.14
H -3.2567 -2.3189 4.5724 0.29 -0.11 0.08
H -3.0471 0.0457 3.7677 0.05 -0.06 -0.14
H -2.2607 -0.4936 5.1973 0.37 -0.41 -0.01
H -1.7357 1.7922 4.2225 -0.18 -0.13 -0.02
H -0.7838 1.0643 2.9911 0.12 -0.08 0.02
H 0.2299 2.0339 5.1832 0.05 -0.01 -0.15
H 0.9712 0.5905 4.5709 -0.10 -0.46 0.25
H 0.5318 0.0139 6.6135 -0.06 -0.20 -0.04
H -1.9553 -0.1912 1.7866 0.37 0.06 -0.14
H -3.2053 -2.8031 1.2172 0.18 0.02 0.30
H -1.9581 -1.1644 -1.0716 0.13 0.06 0.23
H -3.3716 -2.1372 -1.1335 -0.03 0.20 -0.01
H -2.3379 -4.1338 -1.2742 -0.04 -0.02 0.08
H -1.0588 -3.7279 -0.1343 -0.08 -0.10 0.00
H -0.9891 -3.1207 -1.7890 -0.01 -0.29 -0.07
C 1.3834 -1.3953 -10.6955 -0.13 -0.05 0.05
C 0.2257 -0.4438 -10.4069 0.10 0.00 -0.09
C 0.6648 1.0096 -10.2346 -0.08 0.03 0.03
C 1.6110 1.2638 -9.0599 0.08 -0.06 -0.01
C 1.0701 0.8413 -7.6949 -0.01 0.13 0.04
C -0.1893 1.5983 -7.2846 0.03 -0.16 0.09
H 2.1031 -1.4176 -9.8759 0.02 0.00 -0.02
H 1.0154 -2.4126 -10.8374 0.05 -0.01 -0.01
H 1.9101 -1.1006 -11.6054 0.04 0.01 0.03
H -0.3164 -0.7849 -9.5204 -0.01 0.03 0.00
H -0.4841 -0.4942 -11.2365 -0.03 0.00 0.03
H -0.2248 1.6371 -10.1298 0.01 0.01 0.01
H 1.1577 1.3426 -11.1533 0.00 -0.02 -0.01
H 1.8497 2.3317 -9.0317 -0.01 0.00 0.02
H 2.5601 0.7504 -9.2372 0.00 0.01 -0.02
H 1.8427 1.0210 -6.9409 0.03 -0.03 -0.03
H 0.8762 -0.2352 -7.6806 0.00 0.00 -0.03
H 0.0004 2.6728 -7.2431 -0.03 0.01 -0.02
H -0.5177 1.2750 -6.2944 -0.05 0.06 0.00
H -1.0130 1.4212 -7.9774 0.00 0.03 0.00
C 3.2177 6.0901 -0.5794 -0.10 0.06 -0.07
C 2.1827 5.2909 -1.3656 0.04 -0.02 0.12
C 2.5848 3.8333 -1.5856 -0.08 -0.04 0.03
C 3.8580 3.6288 -2.4053 0.09 0.10 0.03
C 3.8289 4.2546 -3.7994 0.03 -0.21 0.05
C 2.7324 3.6679 -4.6773 0.01 0.16 -0.18
H 4.1731 6.1408 -1.1034 0.01 -0.01 0.02
H 2.8726 7.1135 -0.4253 0.04 0.00 0.03
H 3.3889 5.6437 0.4022 0.04 -0.01 -0.01
H 1.9911 5.7814 -2.3241 -0.01 -0.03 -0.01
H 1.2362 5.3099 -0.8182 -0.02 0.00 -0.04
H 1.7537 3.3071 -2.0669 0.01 0.00 -0.01
H 2.7193 3.3518 -0.6112 -0.01 0.02 0.01
H 4.0348 2.5522 -2.5013 0.02 0.01 -0.04
H 4.7181 4.0244 -1.8586 -0.03 -0.01 0.04
H 4.7986 4.0830 -4.2739 -0.01 0.02 -0.01
H 3.7120 5.3396 -3.7369 -0.01 -0.01 0.06
H 2.8595 2.5882 -4.7904 -0.03 -0.01 0.02
H 2.7629 4.1155 -5.6724 -0.06 -0.07 -0.03
H 1.7399 3.8560 -4.2640 -0.01 -0.03 -0.01
C -3.8462 8.2248 3.2253 0.08 0.02 -0.11
C -3.7391 7.2401 2.0645 -0.10 0.03 0.08
C -4.2436 5.8397 2.4100 0.02 -0.05 -0.06
C -3.4720 5.1316 3.5251 0.00 0.06 0.04
C -1.9745 4.9681 3.2695 -0.07 -0.15 0.03
C -1.6614 4.1123 2.0469 0.14 0.10 0.00
H -3.2405 7.9133 4.0774 -0.02 0.00 0.02
H -3.5003 9.2136 2.9203 -0.02 0.01 0.04
H -4.8817 8.3209 3.5581 0.01 -0.02 0.04
H -2.7034 7.1959 1.7162 -0.01 -0.03 -0.01
H -4.3270 7.6220 1.2257 0.03 -0.01 -0.03
H -4.2254 5.2246 1.5054 0.00 -0.01 0.01
H -5.2958 5.9046 2.7051 0.00 0.02 0.00
H -3.9157 4.1422 3.6788 0.02 -0.01 0.00
H -3.6119 5.6709 4.4659 -0.02 0.00 -0.01
H -1.5247 4.4986 4.1490 0.02 0.04 0.00
H -1.4954 5.9455 3.1696 -0.02 0.01 0.00
H -2.0920 3.1139 2.1548 -0.03 0.01 -0.04
H -0.5814 4.0034 1.9276 -0.01 -0.06 -0.03
H -2.0499 4.5571 1.1289 -0.02 -0.02 0.00
```
Positions in Å, forces in eV/Å.

Properties
SMILES	CCCCN[N@H+]1C[C@@](CCCCN)(C(=O)[O-])[C@](OCC)(B(O)OCC)[C@@](N)(CCCO)[C@@H]1[C@@H](Br)CC.CCCCCC.CCCCCC.CCCCCC
DFT total energy	-4924.77778	hartree
energy above the lowest of the compared OMol25 structures with the same formula, charge and spin	0.0	kJ/mol
E_LUMO	0.0042	hartree
net charge	0



(2)
Computed, not measured: 2 unconnected molecules or ions with the total composition C4H12S in a non-equilibrium geometry, with ωB97M-V/def2-TZVPD.

Geometry as XYZ:
```
17
Properties=species:S:1:pos:R:3:forces:R:3
C 1.4283 -1.5975 1.2338 -1.87 -1.27 0.56
C 1.6760 -0.1832 1.7792 2.85 -1.15 -1.86
H 2.3549 -2.1492 1.2542 -0.15 -0.93 0.63
H 0.4809 -2.0373 1.7484 2.12 0.04 -0.55
H 1.1454 -1.6565 0.1580 0.14 0.64 0.56
H 0.9989 0.1146 2.5098 -0.89 0.68 1.24
H 1.5109 0.2296 0.8300 -0.31 2.42 -0.71
H 2.7847 0.0298 2.0026 -1.83 -0.44 0.13
C -0.8262 1.5361 -0.0729 2.76 0.49 -2.15
C -1.9473 0.1377 -2.5078 0.19 -2.00 3.43
S -0.5022 1.1442 -1.8962 -0.46 0.07 -0.04
H -0.7991 0.6113 0.4470 -0.04 -0.52 0.77
H 0.1068 2.1927 0.1470 -1.71 -1.22 -0.12
H -1.7083 2.0923 0.0408 -1.18 0.67 0.24
H -2.1218 0.0938 -3.5565 -0.09 1.00 -0.78
H -2.8162 0.4227 -1.8472 0.58 -0.15 -1.27
H -1.7656 -0.9812 -2.2702 -0.11 1.69 -0.08
```
Positions in Å, forces in eV/Å.

Properties
SMILES	CSC.CC
DFT total energy	-557.71401	hartree
energy above the lowest of the compared OMol25 structures with the same formula, charge and spin	148.1	kJ/mol
E_LUMO	0.0365	hartree
net charge	0



no.,HOMO-LUMO gap (eV)
1,7.75
2,9.53